[1]
Molecular formula: C31H46InN4O5P
Method: DFT, ωB97M-V/def2-TZVPD

Properties
Calculated total energy ... -2335.06305 a.u.
Highest occupied orbital energy ... -14.17 eV
LUMO level ... -6.118 eV

Structure (ORCA input):
```
! wB97M-V def2-TZVPD RIJCOSX def2/J DEFGRID3
* xyz 2 1
In 1.98 0.77 -1.00
O 4.00 0.95 -0.65
N 4.48 2.16 -0.65
N 3.63 3.07 -0.86
O 2.35 2.82 -1.03
C 4.06 4.45 -0.88
C 5.41 4.75 -0.81
C 5.78 6.09 -0.82
C 4.82 7.09 -0.90
C 3.47 6.76 -0.97
C 3.08 5.43 -0.97
H 6.15 3.97 -0.75
H 6.83 6.34 -0.76
H 5.12 8.12 -0.90
H 2.73 7.54 -1.04
H 2.04 5.16 -1.03
O -0.01 0.71 -0.86
P -1.17 0.55 0.19
C -1.24 2.04 1.24
C -1.96 1.88 2.60
C -0.96 1.72 3.75
C -0.11 2.99 3.91
C 0.13 3.69 2.56
C 0.16 2.69 1.41
C -0.87 -1.02 1.04
C 0.58 -1.07 1.61
C 0.75 -2.22 2.62
C -0.16 -3.38 2.25
C -1.63 -2.96 2.43
C -1.85 -1.47 2.14
C -2.64 0.52 -0.85
C -2.42 -0.39 -2.08
C -3.77 -0.65 -2.76
C -4.69 -1.48 -1.85
C -4.38 -1.26 -0.36
C -3.96 0.19 -0.11
H -1.84 2.71 0.62
H -2.66 1.04 2.59
H -2.56 2.77 2.78
H -0.32 0.86 3.58
H -1.50 1.53 4.68
H 0.85 2.73 4.37
H -0.60 3.69 4.58
H 1.07 4.24 2.58
H -0.65 4.42 2.36
H 0.93 1.94 1.63
H 0.44 3.19 0.48
H -0.94 -1.73 0.21
H 0.83 -0.12 2.09
H 1.28 -1.22 0.79
H 0.52 -1.87 3.63
H 1.80 -2.53 2.63
H 0.05 -4.25 2.87
H 0.03 -3.66 1.21
H -1.95 -3.16 3.45
H -2.27 -3.56 1.78
H -1.66 -0.88 3.04
H -2.88 -1.30 1.86
H -2.68 1.56 -1.20
H -1.99 -1.35 -1.78
H -1.73 0.08 -2.77
H -3.61 -1.16 -3.71
H -4.23 0.31 -2.99
H -4.58 -2.54 -2.09
H -5.73 -1.22 -2.05
H -3.58 -1.93 -0.05
H -5.25 -1.50 0.24
H -3.89 0.40 0.96
H -4.75 0.85 -0.49
O 0.53 -6.62 -2.17
C -0.54 -5.73 -2.00
N -0.76 -4.84 -3.12
C -0.18 -3.64 -3.37
O -0.56 -2.89 -4.25
C 0.99 -3.18 -2.53
C 2.03 -3.98 -2.07
C 3.13 -3.38 -1.45
C 3.15 -2.02 -1.30
N 2.13 -1.25 -1.73
C 1.08 -1.81 -2.35
H 0.29 -7.34 -2.76
H -0.31 -5.14 -1.12
H -1.48 -6.26 -1.83
H -1.46 -5.09 -3.81
H 1.99 -5.06 -2.19
H 3.96 -3.98 -1.10
H 3.99 -1.50 -0.85
H 0.30 -1.16 -2.73
*
```

[2]
Molecular formula: C2H2N4O2
Method: DFT, ωB97M-V/def2-TZVPD

Properties
Calculated total energy ... -446.84831 a.u.
Energy above the lowest of the compared OMol25 structures with the same formula, charge and spin ... 78.1 kcal per mole
Highest occupied orbital energy ... -10.63 eV
LUMO level ... -0.239 eV

Structure (ORCA input):
```
! wB97M-V def2-TZVPD RIJCOSX def2/J DEFGRID3
* xyz 0 1
O 1.47 1.36 0.02
C 0.54 0.61 -0.04
N -0.79 1.10 -0.02
N -1.97 0.39 -0.07
N -1.93 -0.84 -0.01
N -0.68 -1.52 0.06
C 0.39 -0.85 0.00
O 1.55 -1.47 -0.10
H -0.91 2.12 0.00
H 2.31 -0.90 0.15
*
```

[3]
Molecular formula: C4H15NO3
Method: DFT, ωB97M-V/def2-TZVPD

Properties
Calculated total energy ... -441.76899 a.u.
Energy above the lowest of the compared OMol25 structures with the same formula, charge and spin ... 70.8 kcal per mole
Highest occupied orbital energy ... -8.19 eV
LUMO level ... 0.621 eV

Structure (ORCA input):
```
! wB97M-V def2-TZVPD RIJCOSX def2/J DEFGRID3
* xyz 0 1
C 0.16 -0.73 1.78
C -0.19 -1.64 0.86
N -1.26 -2.50 0.91
C -2.10 -2.53 -0.38
C -3.04 -1.31 -0.49
H 1.18 -0.23 1.85
H -0.35 -0.10 2.50
H 0.52 -1.99 0.14
H -1.74 -2.62 1.76
H -1.41 -2.49 -1.37
H -2.62 -3.47 -0.42
H -3.16 -1.17 -1.55
H -3.83 -1.43 0.14
H -2.50 -0.47 0.09
O -0.26 2.78 -0.17
H 0.52 2.97 -0.57
H -0.32 1.78 -0.28
O 3.00 3.96 -0.56
H 3.53 4.75 -0.39
H 2.60 4.02 -1.43
O 3.51 0.77 -1.12
H 4.02 1.46 -0.76
H 3.73 0.17 -0.53
*
```

[4]
Molecular formula: CH4ClFS
Method: DFT, ωB97M-V/def2-TZVPD

Properties
Calculated total energy ... -998.64593 a.u.
Energy above the lowest of the compared OMol25 structures with the same formula, charge and spin ... 48.8 kcal per mole
Highest occupied orbital energy ... -9.09 eV
LUMO level ... -1.181 eV

Structure (ORCA input):
```
! wB97M-V def2-TZVPD RIJCOSX def2/J DEFGRID3
* xyz 0 1
F 3.12 -1.13 0.47
Cl 2.43 -0.07 -0.58
C -0.88 0.59 0.31
S -1.65 -0.94 -0.27
H 0.15 0.42 0.64
H -0.90 1.37 -0.46
H -1.47 0.94 1.16
H -0.80 -1.19 -1.27
*
```

[5]
Molecular formula: C30H60BFNO21S2
Method: DFT, ωB97M-V/def2-TZVPD

Properties
Calculated total energy ... -3734.69273 a.u.
Highest occupied orbital energy ... -11.99 eV
LUMO level ... -3.598 eV

Structure (ORCA input):
```
! wB97M-V def2-TZVPD RIJCOSX def2/J DEFGRID3
* xyz 1 1
C 4.57 -0.96 -0.64
B 2.98 -1.29 -0.77
O 2.36 -1.87 0.41
C 2.07 -0.97 -2.12
N 2.60 0.27 -2.82
S 1.21 1.13 -3.54
C 3.68 0.02 -3.82
C 4.22 1.34 -4.56
C 4.32 2.63 -3.63
F 5.02 2.36 -2.38
C 3.16 -0.97 -4.99
C 2.89 -2.39 -4.28
C 1.84 -2.24 -3.07
S 1.93 -3.87 -2.12
C 0.37 -2.26 -3.76
C -0.82 -2.44 -2.71
O -2.10 -2.20 -3.42
C -2.89 -1.43 -2.50
C -3.07 0.14 -2.57
O -3.48 -2.06 -1.60
H 4.76 -0.74 0.46
H 5.26 -1.81 -0.94
H 4.82 0.03 -1.19
H 2.90 -2.68 0.57
H 1.04 -0.68 -1.70
H 2.93 0.91 -2.07
H 0.27 1.26 -2.51
H 4.60 -0.50 -3.38
H 3.56 1.54 -5.47
H 5.27 1.12 -4.96
H 4.90 3.47 -4.13
H 3.28 3.06 -3.39
H 4.04 -1.07 -5.71
H 2.28 -0.55 -5.57
H 3.85 -2.91 -3.96
H 2.40 -3.06 -5.06
H 3.25 -4.27 -2.37
H 0.25 -1.39 -4.48
H 0.37 -3.22 -4.41
H -0.88 -3.51 -2.29
H -0.81 -1.72 -1.84
H -2.10 0.64 -2.18
H -3.29 0.54 -3.62
H -3.92 0.50 -1.89
C -1.03 -10.17 -2.68
O -1.97 -9.17 -3.06
C -1.44 -7.96 -3.28
O -0.27 -7.67 -3.17
O -2.43 -7.13 -3.63
C -2.00 -5.79 -3.89
H -1.58 -11.11 -2.53
H -0.29 -10.32 -3.46
H -0.55 -9.90 -1.73
H -1.29 -5.77 -4.72
H -1.55 -5.35 -2.99
H -2.87 -5.21 -4.17
C -9.66 -1.17 1.17
O -8.32 -0.82 1.49
C -7.40 -1.33 0.65
O -7.63 -2.03 -0.30
O -6.19 -0.93 1.06
C -5.11 -1.40 0.26
H -10.31 -0.71 1.92
H -9.94 -0.79 0.19
H -9.80 -2.25 1.22
H -5.20 -1.03 -0.76
H -5.06 -2.49 0.27
H -4.18 -1.01 0.68
C 4.15 -1.14 4.69
O 5.50 -0.80 5.01
C 6.41 -1.30 4.16
O 6.18 -1.98 3.20
O 7.63 -0.90 4.58
C 8.70 -1.37 3.76
H 3.51 -0.68 5.45
H 3.88 -0.74 3.71
H 4.01 -2.22 4.73
H 8.61 -0.98 2.75
H 8.74 -2.46 3.76
H 9.63 -0.99 4.19
C 6.19 0.71 7.75
O 5.47 -0.38 8.31
C 4.96 -0.14 9.52
O 5.07 0.89 10.15
O 4.31 -1.24 9.93
C 3.71 -1.13 11.22
H 6.56 0.41 6.77
H 5.54 1.58 7.62
H 7.05 0.96 8.37
H 2.96 -0.33 11.23
H 4.47 -0.95 11.98
H 3.21 -2.07 11.44
C -2.95 5.20 -0.86
O -3.70 5.03 0.34
C -4.27 3.83 0.47
O -4.20 2.91 -0.31
O -4.94 3.81 1.64
C -5.61 2.58 1.92
H -2.54 6.21 -0.86
H -2.12 4.48 -0.90
H -3.60 5.09 -1.74
H -4.89 1.76 1.99
H -6.36 2.37 1.15
H -6.11 2.69 2.88
C -5.50 7.82 0.45
O -4.72 8.29 -0.65
C -4.91 9.58 -0.96
O -5.67 10.33 -0.40
O -4.12 9.88 -2.00
C -4.23 11.23 -2.45
H -5.26 6.77 0.61
H -5.26 8.38 1.36
H -6.57 7.90 0.23
H -3.93 11.92 -1.65
H -5.24 11.45 -2.78
H -3.55 11.36 -3.29
*
```

[6]
Molecular formula: C4H12NO2
Method: DFT, ωB97M-V/def2-TZVPD

Properties
Calculated total energy ... -364.57001 a.u.
Energy above the lowest of the compared OMol25 structures with the same formula, charge and spin ... 40.9 kcal per mole
Highest occupied orbital energy ... -14.80 eV
LUMO level ... -3.286 eV

Structure (ORCA input):
```
! wB97M-V def2-TZVPD RIJCOSX def2/J DEFGRID3
* xyz 1 1
O -1.39 0.46 -1.88
C -0.94 1.51 -1.52
C -0.05 1.70 -0.31
N 0.13 0.27 0.23
C -1.08 -0.21 1.09
C -0.75 -1.61 1.58
H -1.06 2.37 -2.24
H 0.95 2.06 -0.61
H -0.56 2.12 0.56
H 0.97 0.14 0.80
H 0.31 -0.33 -0.57
H -1.92 -0.23 0.39
H -1.32 0.55 1.84
H -0.53 -1.72 2.65
H 0.14 -2.01 1.09
H -1.56 -2.30 1.33
H 2.53 -1.46 -1.85
H 3.47 -0.47 -1.46
O 2.64 -0.84 -1.11
*
```

> What is the formula in the third record?

C4H15NO3